The ion C5H8N with charge +1, computed with ωB97M-V/def2-TZVPD.

Values from the calculation:
* multiplicity: 3
* Kohn-Sham gap (spin up / spin down): 8.72 / 8.62 eV
* E_HOMO (spin up / spin down): -12.5390 / -14.5112 eV
* LUMO energy (spin up / spin down): -3.82 / -5.89 eV
* charge: +1

Last column: Löwdin charge in e.
Geometry (Å):
C: 2.034 0.496 0.023  -0.1185
C: -1.079 1.158 -0.318  0.1007
C: 0.855 -0.024 0.806  -0.2373
C: 1.659 -0.923 -0.136  0.1769
C: -0.527 0.068 0.210  -0.2178
N: -1.489 -1.154 -0.158  0.2068
H: 1.845 1.202 -0.766  0.1040
H: 3.038 0.612 0.367  0.1093
H: -1.714 1.182 -1.176  0.0868
H: -0.517 2.085 -0.266  0.0965
H: 1.038 -0.242 1.885  0.1516
H: -1.420 -1.579 -1.111  0.1843
H: -2.415 -0.859 0.209  0.1698
H: -1.309 -2.022 0.429  0.1869


A structure of composition C27H29N8PbSe, computed with ωB97M-V/def2-TZVPD.

Values from the calculation:
* Kohn-Sham gap: 4.77 eV
* E_HOMO: -16.2693 eV
* LUMO energy: -11.50 eV
* charge: +3

Last column: Löwdin charge in e.
Geometry (Å):
Pb: 0.275 -0.248 -0.763  1.4364
C: -3.027 -4.964 3.247  0.0411
C: -2.329 -5.234 2.060  -0.0099
C: -2.109 -4.241 1.143  0.0385
C: -2.616 -2.935 1.376  -0.2603
C: -3.374 -2.694 2.567  0.0214
C: -3.547 -3.690 3.493  -0.0080
N: -2.386 -1.920 0.523  0.2106
C: -3.400 -1.083 0.308  -0.2121
C: -4.747 -1.555 0.357  0.0408
C: -5.786 -0.745 -0.016  0.0050
C: -5.551 0.572 -0.419  0.0377
C: -4.265 1.094 -0.409  0.0386
C: -3.188 0.304 -0.029  -0.1685
N: -1.917 0.841 0.135  -0.0595
N: -1.861 2.030 0.490  0.1268
C: -0.641 2.667 0.587  -0.3136
C: -0.687 3.979 1.046  0.0624
C: 0.494 4.697 1.169  0.0234
C: 1.677 4.068 0.827  0.0209
C: 1.636 2.751 0.376  -0.0967
N: 0.517 2.047 0.251  -0.0141
H: -3.181 -5.755 3.969  0.1390
H: -1.993 -6.242 1.858  0.1329
H: -1.666 -4.461 0.186  0.1262
H: -3.738 -1.691 2.755  0.1365
H: -4.083 -3.491 4.411  0.1349
H: -4.928 -2.592 0.609  0.1399
H: -6.796 -1.134 -0.004  0.1392
H: -6.385 1.191 -0.721  0.1414
H: -4.084 2.123 -0.690  0.1315
H: -1.648 4.409 1.290  0.1390
H: 0.489 5.720 1.521  0.1410
H: 2.626 4.579 0.909  0.1358
H: 2.552 2.256 0.089  0.0864
C: 5.698 -1.411 -0.867  -0.0289
C: 5.428 -0.045 -0.246  -0.6249
C: 5.916 1.076 -1.177  -0.0345
C: 6.092 0.078 1.120  -0.0288
N: 3.967 0.096 0.004  -0.1088
N: 3.111 0.114 -1.127  -0.0460
H: 6.771 -1.550 -0.994  0.1041
H: 5.246 -1.513 -1.856  0.0779
H: 5.328 -2.206 -0.217  0.0833
H: 7.006 1.077 -1.207  0.1012
H: 5.594 2.056 -0.818  0.0855
H: 5.562 0.930 -2.199  0.0800
H: 7.158 -0.125 1.037  0.1031
H: 5.673 -0.645 1.821  0.0799
H: 5.974 1.082 1.533  0.0916
H: 3.791 0.898 0.594  0.0811
H: 3.365 -0.688 -1.697  0.0789
H: 3.274 0.946 -1.699  0.0884
Se: 2.246 -1.731 2.184  1.1864
N: 1.449 -1.858 0.580  -0.4561
C: 1.782 -3.053 0.055  -0.3985
C: 1.475 -3.534 -1.239  -0.0614
C: 1.885 -4.791 -1.591  -0.0271
C: 2.608 -5.622 -0.696  -0.0299
C: 2.968 -5.181 0.543  0.0208
C: 2.571 -3.879 0.938  -0.3583
N: 2.886 -3.315 2.101  -0.2086
H: 0.938 -2.907 -1.944  0.0759
H: 1.658 -5.165 -2.581  0.1268
H: 2.897 -6.613 -1.021  0.1265
H: 3.555 -5.785 1.221  0.1359


A structure of composition C28H46NO2P2Pt, computed with ωB97M-V/def2-TZVPD.

Values from the calculation:
* multiplicity: 3
* Kohn-Sham gap (spin up / spin down): 7.84 / 6.42 eV
* E_HOMO (spin up / spin down): -9.9228 / -11.2293 eV
* LUMO energy (spin up / spin down): -2.09 / -4.81 eV
* charge: +1

Last column: Löwdin charge in e.
Geometry (Å):
Pt: -0.116 -0.154 -0.414  0.6996
C: 3.480 0.192 -0.152  -0.0972
C: 3.094 -1.188 -0.688  -0.5376
C: 3.054 -1.096 -2.217  -0.1158
P: 1.447 -1.812 -0.173  0.9351
C: 1.462 -3.599 -0.772  -0.4856
C: 2.804 -4.338 -0.644  -0.0874
C: 0.326 -4.471 -0.177  -0.0924
C: 1.431 -1.808 1.675  -0.2464
C: 1.656 -2.928 2.494  -0.0503
C: 1.418 -2.850 3.865  -0.0582
C: 0.979 -1.686 4.439  -0.0562
C: 0.771 -0.566 3.650  -0.0169
C: 0.978 -0.606 2.276  -0.3176
N: 0.633 0.446 1.439  -0.0550
C: 0.889 1.786 1.668  -0.2834
C: 1.810 2.204 2.633  -0.0105
C: 2.152 3.548 2.700  -0.0426
C: 1.638 4.491 1.806  -0.0479
C: 0.708 4.093 0.876  -0.0731
C: 0.332 2.752 0.762  -0.2401
P: -0.814 2.067 -0.538  0.9319
C: -2.528 2.692 -0.123  -0.5165
C: -2.615 4.090 0.487  -0.1027
C: -3.246 1.704 0.816  -0.1225
C: -0.530 2.832 -2.192  -0.5449
C: 0.904 2.622 -2.678  -0.1080
C: -0.989 4.269 -2.470  -0.0900
H: 4.507 0.403 -0.449  0.0885
H: 3.482 0.302 0.938  0.0734
H: 2.857 0.958 -0.586  0.0542
H: 3.801 -1.943 -0.394  0.0905
H: 2.240 -0.451 -2.512  0.0439
H: 2.929 -2.059 -2.723  0.0769
H: 4.000 -0.710 -2.576  0.0870
H: 1.220 -3.458 -1.817  0.0941
H: 3.052 -4.473 0.418  0.0770
H: 3.594 -3.752 -1.094  0.0569
H: 2.723 -5.301 -1.102  0.0801
H: 0.550 -4.845 0.822  0.0687
H: 0.152 -5.319 -0.830  0.0853
H: -0.589 -3.930 -0.071  0.0390
H: 1.942 -3.881 2.090  0.0814
H: 1.540 -3.760 4.444  0.1182
H: 0.841 -1.630 5.493  0.1092
H: 0.434 0.355 4.112  0.1224
H: 2.314 1.474 3.244  0.1135
H: 2.897 3.888 3.420  0.1186
H: 2.006 5.487 1.896  0.1087
H: 0.283 4.816 0.202  0.0959
H: -3.007 2.622 -1.111  0.1057
H: -2.084 4.083 1.442  0.0795
H: -3.661 4.349 0.692  0.0935
H: -2.200 4.873 -0.124  0.0529
H: -2.881 1.796 1.845  0.0874
H: -3.127 0.675 0.479  0.0222
H: -4.321 1.898 0.846  0.0877
H: -1.193 2.171 -2.765  0.0837
H: 1.566 3.318 -2.144  0.0855
H: 0.923 2.863 -3.742  0.0872
H: 1.277 1.618 -2.495  0.0286
H: -0.413 4.977 -1.878  0.0716
H: -2.027 4.433 -2.258  0.0589
H: -0.854 4.473 -3.521  0.0839
C: -2.423 -0.576 -3.089  -0.1251
O: -1.843 -1.727 -2.514  -0.2297
C: -2.807 -2.641 -2.060  -0.2087
C: -3.403 -2.303 -0.723  -0.2200
O: -2.365 -2.290 0.220  -0.2511
C: -2.784 -2.031 1.556  -0.0801
H: -3.221 -0.835 -3.788  0.0946
H: -1.656 -0.047 -3.651  0.0826
H: -2.826 0.093 -2.298  0.0728
H: -2.264 -3.605 -1.959  0.1375
H: -3.578 -2.766 -2.819  0.1266
H: -4.147 -3.074 -0.436  0.1390
H: -3.949 -1.323 -0.704  0.1297
H: -3.436 -2.843 1.903  0.0971
H: -3.316 -1.071 1.655  0.0749
H: -1.887 -1.967 2.170  0.0804


A structure of composition C5H11O2P2, computed with ωB97M-V/def2-TZVPD.

Values from the calculation:
* Kohn-Sham gap: 7.20 eV
* E_HOMO: -3.4031 eV
* LUMO energy: 3.79 eV
* charge: -1

Last column: Löwdin charge in e.
Geometry (Å):
C: -1.746 -1.082 -0.790  -0.7331
C: 1.103 -1.011 -0.953  -0.1040
C: 1.734 1.159 0.549  -0.1072
C: 0.748 0.332 -0.342  -0.4896
C: -0.613 0.011 0.306  -0.8554
O: -1.949 -0.353 -1.731  -0.0750
O: -1.852 -2.179 -0.315  -0.0288
P: -0.680 -0.596 1.986  0.6916
P: -1.782 1.547 0.433  0.7493
H: 0.423 -1.082 -1.797  0.0700
H: 2.125 -1.197 -1.246  0.0583
H: 0.855 -1.788 -0.172  0.0726
H: 2.611 1.415 -0.068  0.0607
H: 1.303 2.062 0.835  0.0091
H: 2.149 0.673 1.522  0.0865
H: 0.646 0.924 -1.248  0.1124
H: -1.997 -1.212 1.919  -0.0750
H: -0.169 -1.813 1.679  -0.1495
H: -2.060 1.716 -0.988  -0.0854
H: -0.846 2.474 0.423  -0.2074


A cluster of 2 separate species, C3H10N2O in total, computed with ωB97M-V/def2-TZVPD.

Values from the calculation:
* Kohn-Sham gap: 9.62 eV
* E_HOMO: -8.6091 eV
* LUMO energy: 1.01 eV
* structure (SMILES): C=CN.NCO

Last column: Löwdin charge in e.
Geometry (Å):
C: -2.017 -0.815 0.124  -0.3233
C: -1.433 -1.981 0.053  -0.0493
N: -3.387 -0.599 0.284  0.0325
H: -1.568 0.246 0.081  0.1210
H: -0.358 -2.101 0.407  0.0670
H: -1.914 -2.905 -0.205  0.0400
H: 3.766 1.967 0.240  0.0406
H: -3.973 -1.170 -0.295  0.0797
H: -3.698 0.310 0.133  0.0457
N: 1.106 0.875 -0.674  0.0177
C: 2.409 0.517 -0.216  -0.3088
O: 2.906 1.725 0.481  -0.0557
H: 0.543 0.118 -0.846  0.0048
H: 0.850 1.541 0.069  0.0867
H: 2.957 0.157 -1.041  0.0975
H: 2.354 -0.225 0.575  0.1039


Calculated ΔE to the lowest compared entry with this formula, charge and spin (kJ/mol), listed in the same order as above: 388.8; 63.3; 0.0; 0.0; 273.0
Calculated strongest force on any atom (eV/A), listed in the same order as above: 3.935; 1.434; 1.455; 4.015; 3.918
Calculated total energy (hartree), listed in the same order as above: -249.54800; -4077.54332; -2101.54544; -1030.27367; -304.97068